# CH11N2O3

A cluster of 4 separate species, CH11N2O3 in total at a distorted geometry (ωB97M-V/def2-TZVPD, OMol25).

```
17
Properties=species:S:1:pos:R:3:mulliken_charge:R:1
N -1.19011 -0.17010 -0.28854 -0.25
C -0.92366 -0.44500 -1.55797 0.18
N 0.11888 0.03276 -2.17037 -0.24
H -0.47243 0.13892 0.36260 0.17
H -1.98960 -0.61699 0.17223 0.29
H -1.78720 -0.84262 -2.07065 0.35
H 0.17569 -0.09060 -3.16640 0.22
H 0.90288 0.52496 -1.62516 0.31
H -2.01782 -0.86395 2.80913 0.31
H -2.59140 -2.11141 2.00480 0.32
O -2.23049 -1.21303 1.93475 -0.65
H 2.34918 2.15827 -1.21024 0.30
H 2.11363 1.11403 0.06643 0.39
O 1.83181 1.44324 -0.81523 -0.68
H 2.12946 1.07997 1.93073 0.34
H 1.94901 -0.46611 2.04182 0.32
O 1.63217 0.32766 1.58209 -0.69
```

Output
Charge ... +1
Orbital gap ... 11.76 eV